No. 1
DFT (wB97M-V/def2-TZVPD) results for one molecule with the formula CH5OPS.

Each line ends with the natural charge from an NBO analysis.
Cartesian coordinates (Å):
C 1.0166 -0.9184 0.3454  -0.798
S -0.6502 -0.3542 -0.4240  0.972
O -1.6265 -1.1518 0.3471  -0.970
P -0.6122 1.7367 0.1369  0.104
H 1.7312 -0.8495 -0.4722  0.218
H 0.7087 -1.9527 0.3773  0.240
H 1.4013 -0.4028 1.3685  0.242
H -0.1103 2.0135 -1.2659  0.003
H -1.8585 1.8792 -0.4130  -0.011

Results
Net charge = 0
SMILES string = CS(=O)#[PH2]
Calculated total energy = -23287.4171 eV

No. 2
DFT (wB97M-V/def2-TZVPD) results for one molecule with the formula C6H13NO.

Each line ends with the natural charge from an NBO analysis.
Cartesian coordinates (Å):
C -2.9353 0.7160 -1.4812  -0.617
C -2.1310 0.7175 -0.1967  -0.222
N -0.7624 0.3292 -0.4152  -0.612
C 0.1216 0.1788 0.5901  0.688
O -0.1778 0.4357 1.7416  -0.637
C 1.4876 -0.3871 0.1784  -0.304
C 2.6182 0.4829 0.7236  -0.610
C 1.5594 -1.8218 0.6929  -0.597
H -2.8270 1.6327 -2.0786  0.209
H -3.9895 0.5777 -1.2530  0.223
H -2.6363 -0.1033 -2.1415  0.201
H -2.2100 1.7076 0.2718  0.199
H -2.6024 0.0826 0.5532  0.203
H -0.4609 0.1810 -1.3632  0.392
H 1.4925 -0.3926 -0.9065  0.190
H 3.3031 0.0043 1.4292  0.215
H 2.2330 1.3826 1.1993  0.228
H 3.2339 0.8843 -0.0860  0.209
H 0.9203 -2.5010 0.1361  0.207
H 1.1976 -1.8839 1.7209  0.226
H 2.5653 -2.2231 0.6847  0.209

Results
Net charge = 0
SMILES string = CCNC(=O)C(C)C
Calculated total energy = -9970.9139 eV

No. 3
DFT (wB97M-V/def2-TZVPD) results for a 2-piece molecular cluster, ClH3NPS overall.

Each line ends with the natural charge from an NBO analysis.
Cartesian coordinates (Å):
H -2.7626 0.4748 0.3209  0.359
N -2.0360 1.1035 -0.0063  -1.087
P -0.8873 0.3999 -0.7827  0.796
H -0.1279 1.5760 -1.0523  -0.108
S 1.8797 -0.4362 0.5714  0.042
Cl 2.3230 -1.9373 -0.7005  -0.137
H 1.6112 -1.1807 1.6496  0.134

Results
Net charge = 0
SMILES string = [H]/N=P/[H].SCl
Calculated total energy = -34183.5517 eV

Lowest unoccupied orbital energy for the records above, in order: 0.0206 0.0330 -0.0123 Ha
HOMO for the records above, in order: -8.82 -9.54 -9.00 eV
Relative energy (zero: lowest compared OMol25 entry of this formula, charge and spin) for the records above, in order: 272.16 25.13 244.54 kJ/mol